Version A
A gas-phase ion, C6H13N2O2 (charge +1). Source: the Open Molecules 2025 dataset; level of theory: ωB97M-V with the def2-TZVPD basis set.

## Properties
* molar mass: 145.18 g/mol
* Kohn-Sham gap (alpha / beta): 6.879 / 8.010 eV
* multiplicity: 1
* HOMO energy (alpha / beta): -10.8 / -11.3 eV
* net charge: +1

Bonds (Å) are listed after each position.
Element x y z (Å)
1 C 1.68 0.87 0.72  C3 1.450, C5 1.446, H11 1.121, H12 1.140
2 C -0.87 -1.15 -0.99  C4 1.475, C6 1.562, H13 1.047, H14 1.060
3 C 2.26 0.36 -0.51  C1 1.450, O9 1.287, H15 1.113
4 C -1.77 -0.76 0.12  C2 1.475, C6 1.534, O10 1.427, H16 1.232
5 C 0.26 0.75 0.53  C1 1.446, C6 1.463, N7 1.490
6 C -0.26 -0.61 0.34  C2 1.562, C4 1.534, C5 1.463, N8 1.388
7 N -0.51 1.90 -0.04  C5 1.490, H17 1.048, H18 1.112, H21 1.050
8 N 0.32 -1.62 1.09  C6 1.388, H19 0.950, H20 0.964
9 O 2.71 -0.82 -0.75  C3 1.287, H22 0.928
10 O -2.70 0.29 -0.15  C4 1.427, H23 0.953
11 H 2.04 0.29 1.62  C1 1.121
12 H 1.97 1.95 0.95  C1 1.140
13 H -0.73 -2.18 -1.12  C2 1.047
14 H -0.96 -0.48 -1.80  C2 1.060
15 H 1.97 0.91 -1.43  C3 1.113
16 H -2.22 -1.76 0.68  C4 1.232
17 H -1.46 1.45 -0.06  N7 1.048
18 H -0.56 2.77 0.65  N7 1.112
19 H -0.19 -2.39 0.87  N8 0.950
20 H 0.42 -1.60 2.04  N8 0.964
21 H -0.23 2.30 -0.96  N7 1.050
22 H 3.17 -1.24 -0.06  O9 0.928
23 H -3.43 0.03 -0.70  O10 0.953

***

Version B
A gas-phase ion, C6H13N2O2 (charge +1). Source: the Open Molecules 2025 dataset; level of theory: ωB97M-V with the def2-TZVPD basis set.

## Properties
* molar mass: 145.18 g/mol
* Kohn-Sham gap: 8.002 eV
* multiplicity: 1
* HOMO energy: -11.1 eV
* net charge: +1

Bonds (Å) are listed after each position.
Element x y z (Å)
1 C -0.96 1.12 -0.72  C3 1.561, C5 1.464, H11 1.110, H12 1.088
2 C -0.74 -1.50 -0.54  C4 1.561, C5 1.582, H13 1.073, H14 1.038
3 C 0.47 1.71 -0.89  C1 1.561, O9 1.438, H15 1.110, H16 1.225
4 C 0.76 -1.73 -0.88  C2 1.561, O10 1.578, H17 1.055, H18 1.110
5 C -0.86 -0.07 0.12  C1 1.464, C2 1.582, N7 1.535
6 C 1.60 0.06 0.36  N8 1.325, O9 1.324, O10 1.322
7 N -1.92 -0.13 1.24  C5 1.535, H19 1.022, H20 1.016, H22 1.092
8 N 1.98 0.54 1.53  C6 1.325, H21 1.029, H23 1.032
9 O 1.56 0.79 -0.74  C3 1.438, C6 1.324
10 O 1.74 -1.26 0.26  C4 1.578, C6 1.322
11 H -1.53 1.81 -0.06  C1 1.110
12 H -1.39 0.99 -1.72  C1 1.088
13 H -1.30 -1.74 -1.43  C2 1.073
14 H -1.03 -2.32 0.04  C2 1.038
15 H 0.45 1.92 -1.98  C3 1.110
16 H 0.71 2.68 -0.18  C3 1.225
17 H 0.97 -2.76 -1.02  C4 1.055
18 H 1.16 -1.19 -1.76  C4 1.110
19 H -2.34 0.79 1.23  N7 1.022
20 H -2.48 -0.98 1.24  N7 1.016
21 H 2.48 -0.12 2.14  N8 1.029
22 H -1.38 -0.20 2.19  N7 1.092
23 H 2.03 1.57 1.57  N8 1.032

***

Relative to the most stable one, in kcal/mol, the structures come out at version A 41.6; version B 0.0.

***

Version A
2 unconnected molecules or ions with the total composition C2H10N3O. Source: the Open Molecules 2025 dataset; level of theory: ωB97M-V with the def2-TZVPD basis set.

## Properties
* molar mass: 92.12 g/mol
* Kohn-Sham gap: 11.909 eV
* multiplicity: 1
* HOMO energy: -14.9 eV
* net charge: +1

Bonds (Å) are listed after each position.
Element x y z (Å)
1 C -0.15 0.45 1.69  N2 1.513, H6 1.083, H7 1.081, H8 1.086
2 N -0.29 -0.73 0.75  C1 1.513, C3 1.312, H9 0.994
3 C -0.73 -0.64 -0.48  N2 1.312, N4 1.352, N5 1.367
4 N -1.44 -1.67 -1.01  C3 1.352, H10 0.999, H11 1.022
5 N -0.48 0.42 -1.31  C3 1.367, H12 1.017, H13 1.009
6 H 0.30 1.32 1.23  C1 1.083
7 H 0.44 0.06 2.51  C1 1.081
8 H -1.17 0.65 1.99  C1 1.086
9 H -0.05 -1.61 1.16  N2 0.994
10 H -1.98 -2.25 -0.41  N4 0.999
11 H -1.75 -1.54 -1.97  N4 1.022
12 H -1.29 0.68 -1.86  N5 1.017
13 H -0.05 1.17 -0.78  N5 1.009
14 H 2.86 2.04 -0.56  O16 0.967
15 H 3.19 0.50 -0.65  O16 0.948
16 O 2.59 1.15 -0.30  H14 0.967, H15 0.948

***

Version B
2 unconnected molecules or ions with the total composition C2H10N3O. Source: the Open Molecules 2025 dataset; level of theory: ωB97M-V with the def2-TZVPD basis set.

## Properties
* molar mass: 92.12 g/mol
* Kohn-Sham gap: 11.284 eV
* multiplicity: 1
* HOMO energy: -14.6 eV
* net charge: +1

Bonds (Å) are listed after each position.
Element x y z (Å)
1 C -1.19 2.12 0.35  N2 1.517, H6 1.052, H7 1.115, H8 1.009
2 N 0.10 1.41 -0.02  C1 1.517, C3 1.352, H9 0.951
3 C 0.24 0.11 -0.37  N2 1.352, N4 1.392, N5 1.465
4 N 1.21 -0.38 -1.23  C3 1.392, H10 1.107, H11 1.027
5 N -0.99 -0.68 -0.34  C3 1.465, H12 1.043, H13 1.066
6 H -1.82 1.56 0.99  C1 1.052
7 H -1.51 2.57 -0.61  C1 1.115
8 H -0.94 2.91 0.93  C1 1.009
9 H 0.88 1.95 -0.13  N2 0.951
10 H 1.90 0.38 -1.66  N4 1.107
11 H 1.47 -1.37 -1.16  N4 1.027
12 H -0.81 -1.57 -0.84  N5 1.043
13 H -1.37 -0.97 0.62  N5 1.066
14 H 0.83 -2.84 0.80  O16 0.969
15 H 0.76 -2.15 2.29  O16 1.081
16 O 0.52 -2.04 1.25  H14 0.969, H15 1.081

***

Relative to the most stable one, in kcal/mol, the structures come out at version A 0.0; version B 35.7.

***

Version A
2 unconnected molecules or ions with the total composition C4H14N2O. Source: the Open Molecules 2025 dataset; level of theory: ωB97M-V with the def2-TZVPD basis set.

## Properties
* molar mass: 106.17 g/mol
* Kohn-Sham gap: 10.832 eV
* multiplicity: 1
* HOMO energy: -18.1 eV
* net charge: +2

Bonds (Å) are listed after each position.
Element x y z (Å)
1 C -1.34 0.18 0.77  C2 1.532, N6 1.505, H7 1.088, H8 1.086
2 C -0.10 1.08 0.69  C1 1.532, C3 1.528, H9 1.093, H10 1.082
3 C 1.17 0.32 0.35  C2 1.528, C4 1.329, H11 1.080
4 C 2.32 0.59 0.97  C3 1.329, N5 1.524, H12 1.081
5 N 3.41 -0.47 0.84  C4 1.524, H13 1.020, H14 1.022, H15 1.030
6 N -2.28 0.35 -0.40  C1 1.505, H16 1.030, H17 1.025, H18 1.021
7 H -0.99 -0.85 0.73  C1 1.088
8 H -1.92 0.33 1.68  C1 1.086
9 H -0.17 1.83 -0.10  C2 1.093
10 H 0.05 1.59 1.64  C2 1.082
11 H 1.09 -0.22 -0.58  C3 1.080
12 H 2.78 1.52 1.26  C4 1.081
13 H 3.05 -1.41 0.94  N5 1.020
14 H 3.99 -0.34 0.01  N5 1.022
15 H 3.96 -0.42 1.71  N5 1.030
16 H -2.79 -0.52 -0.60  N6 1.030
17 H -2.98 1.07 -0.21  N6 1.025
18 H -1.82 0.60 -1.28  N6 1.021
19 H -3.19 -1.25 -2.93  O21 0.965
20 H -2.04 -2.32 -2.80  O21 0.967
21 O -2.41 -1.52 -2.42  H19 0.965, H20 0.967

***

Version B
2 unconnected molecules or ions with the total composition C4H14N2O. Source: the Open Molecules 2025 dataset; level of theory: ωB97M-V with the def2-TZVPD basis set.

## Properties
* molar mass: 106.17 g/mol
* Kohn-Sham gap: 10.953 eV
* multiplicity: 1
* HOMO energy: -18.0 eV
* net charge: +2

Bonds (Å) are listed after each position.
Element x y z (Å)
1 C -1.51 0.36 -0.13  C2 1.469, N6 1.504, H7 1.020, H8 1.120
2 C -0.23 1.08 -0.21  C1 1.469, C3 1.501, H9 1.081, H10 1.272
3 C 1.04 0.74 0.51  C2 1.501, C4 1.330, H11 1.145
4 C 0.92 -0.03 1.58  C3 1.330, N5 1.504, H12 1.131
5 N 1.85 -0.09 2.76  C4 1.504, H13 1.094, H14 1.115, H15 1.088
6 N -1.35 -1.07 -0.55  C1 1.504, H16 1.108, H17 1.100, H18 1.044
7 H -2.07 0.53 0.70  C1 1.020
8 H -2.13 0.68 -1.00  C1 1.120
9 H -0.24 1.63 -1.14  C2 1.081
10 H -0.41 2.23 0.32  C2 1.272
11 H 1.90 1.40 0.13  C3 1.145
12 H 0.02 -0.67 1.85  C4 1.131
13 H 1.37 0.51 3.54  N5 1.094
14 H 1.67 -1.12 3.14  N5 1.115
15 H 2.89 0.05 2.45  N5 1.088
16 H -2.28 -1.60 -0.83  N6 1.108
17 H -0.82 -0.99 -1.50  N6 1.100
18 H -0.80 -1.73 0.05  N6 1.044
19 H 0.31 -1.05 -3.69  O21 0.979
20 H -0.67 0.11 -3.95  O21 1.010
21 O -0.45 -0.60 -3.26  H19 0.979, H20 1.010

***

Relative to the most stable one, in kcal/mol, the structures come out at version A 0.0; version B 34.7.

***

Version A
A single C4H9N3O2 molecule. Source: the Open Molecules 2025 dataset; level of theory: ωB97M-V with the def2-TZVPD basis set.

## Properties
* molar mass: 131.13 g/mol
* Kohn-Sham gap: 9.032 eV
* multiplicity: 1
* HOMO energy: -8.6 eV
* SMILES: [H]/N=C(\N)N(C)CC(=O)O

Bonds (Å) are listed after each position.
Element x y z (Å)
1 C 0.12 -1.61 0.19  H5 0.942, H6 1.327, H7 1.047, N14 1.452
2 C -0.57 0.39 -1.15  C3 1.655, H8 1.116, H9 1.161, N14 1.471
3 C -2.06 0.26 -0.43  C2 1.655, O17 1.328, O18 1.210
4 C 1.04 0.67 0.64  N14 1.439, N15 1.395, N16 1.314
5 H -0.14 -1.58 1.10  C1 0.942
6 H 1.35 -2.10 0.18  C1 1.327
7 H -0.55 -2.01 -0.50  C1 1.047
8 H -0.76 -0.22 -2.07  C2 1.116
9 H -0.19 1.49 -1.14  C2 1.161
10 H -2.79 0.23 -2.30  O17 1.035
11 H 2.72 0.28 2.04  N15 1.007
12 H 2.20 -0.64 1.18  N15 0.870
13 H 1.53 2.42 1.01  N16 0.862
14 N 0.40 -0.26 -0.26  C1 1.452, C2 1.471, C4 1.439
15 N 1.85 0.04 1.59  C4 1.395, H11 1.007, H12 0.870
16 N 1.09 1.96 0.43  C4 1.314, H13 0.862
17 O -3.06 0.32 -1.30  C3 1.328, H10 1.035
18 O -2.18 0.36 0.77  C3 1.210

***

Version B
A single C4H9N3O2 molecule. Source: the Open Molecules 2025 dataset; level of theory: ωB97M-V with the def2-TZVPD basis set.

## Properties
* molar mass: 131.14 g/mol
* Kohn-Sham gap: 10.392 eV
* multiplicity: 1
* HOMO energy: -9.6 eV
* SMILES: [H]/N=C(\OC)N(C)C(N)=O

Bonds (Å) are listed after each position.
Element x y z (Å)
1 C 1.50 -1.49 -0.42  O7 1.416, H13 1.098, H14 1.108, H15 1.091
2 C -1.98 0.64 -0.68  N3 1.461, H16 1.093, H17 1.087, H18 1.083
3 N -0.65 0.38 -0.13  C2 1.461, C4 1.378, C5 1.410
4 C -0.50 -0.67 0.75  N3 1.378, O7 1.420, N8 1.255
5 C 0.31 1.39 -0.34  N3 1.410, N6 1.362, O9 1.209
6 N 1.41 1.31 0.46  C5 1.362, H10 1.051, H11 1.005
7 O 0.76 -1.32 0.78  C1 1.416, C4 1.420
8 N -1.40 -0.99 1.57  C4 1.255, H12 1.014
9 O 0.13 2.26 -1.16  C5 1.209
10 H 1.41 0.64 1.27  N6 1.051
11 H 2.00 2.12 0.46  N6 1.005
12 H -1.19 -1.83 2.10  N8 1.014
13 H 2.43 -0.89 -0.37  C1 1.098
14 H 0.94 -1.13 -1.30  C1 1.108
15 H 1.77 -2.54 -0.54  C1 1.091
16 H -1.93 0.68 -1.77  C2 1.093
17 H -2.34 1.59 -0.31  C2 1.087
18 H -2.65 -0.15 -0.37  C2 1.083

***

Version C
A single C4H9N3O2 molecule. Source: the Open Molecules 2025 dataset; level of theory: ωB97M-V with the def2-TZVPD basis set.

## Properties
* molar mass: 131.13 g/mol
* Kohn-Sham gap: 10.115 eV
* multiplicity: 1
* HOMO energy: -9.4 eV
* SMILES: NC(=O)CC/N=C/NO

Bonds (Å) are listed after each position.
Element x y z (Å)
1 C -1.99 -0.61 0.04  C2 1.538, N14 1.347, O17 1.224
2 C -1.63 0.71 -0.66  C1 1.538, C3 1.521, H7 1.113, H8 1.141
3 C -0.38 1.35 -0.09  C2 1.521, H9 1.074, H10 1.135, N15 1.458
4 C 1.66 0.42 0.74  H11 1.124, N15 1.283, N16 1.360
5 H -0.26 -1.47 -0.59  N14 0.991
6 H -1.27 -2.53 0.21  N14 0.992
7 H -1.48 0.72 -1.76  C2 1.113
8 H -2.40 1.49 -0.35  C2 1.141
9 H -0.54 1.55 0.95  C3 1.074
10 H -0.22 2.32 -0.65  C3 1.135
11 H 1.57 0.81 1.79  C4 1.124
12 H 3.04 -0.88 1.36  N16 1.039
13 H 1.70 -0.83 -1.15  O18 1.122
14 N -1.16 -1.64 -0.22  C1 1.347, H5 0.991, H6 0.992
15 N 0.89 0.64 -0.27  C3 1.458, C4 1.283
16 N 2.79 -0.30 0.54  C4 1.360, H12 1.039, O18 1.442
17 O -2.97 -0.65 0.77  C1 1.224
18 O 2.67 -1.11 -0.65  H13 1.122, N16 1.442

***

Version D
2 unconnected molecules or ions with the total composition C4H9N3O2. Source: the Open Molecules 2025 dataset; level of theory: ωB97M-V with the def2-TZVPD basis set.

## Properties
* molar mass: 131.14 g/mol
* Kohn-Sham gap: 9.452 eV
* multiplicity: 1
* HOMO energy: -9.0 eV
* SMILES: [H]/N=C(/N)[C@H](C)O.N=C=O

Bonds (Å) are listed after each position.
Element x y z (Å)
1 C -0.48 -1.60 -1.52  C2 1.517, H5 1.089, H6 1.092, H7 1.087
2 C -0.34 -0.88 -0.19  C1 1.517, O3 1.376, H4 1.099, C9 1.694
3 O -1.58 -0.54 0.30  C2 1.376, H14 0.992
4 H 0.24 -1.47 0.53  C2 1.099
5 H -1.02 -0.96 -2.22  C1 1.089
6 H -1.05 -2.52 -1.37  C1 1.092
7 H 0.50 -1.84 -1.93  C1 1.087
8 C 0.78 0.73 2.13  N10 1.225, O13 1.163
9 C 0.61 0.50 -0.45  C2 1.694, N11 1.362, N12 1.268
10 N -0.40 0.97 2.33  C8 1.225, H15 1.002
11 N -0.16 1.58 -0.76  C9 1.362, H16 1.007, H17 1.007
12 N 1.83 0.47 -0.77  C9 1.268, H18 1.016
13 O 1.84 0.28 2.29  C8 1.163
14 H -1.44 -0.04 1.15  O3 0.992
15 H -0.76 1.80 2.78  N10 1.002
16 H 0.28 2.32 -1.29  N11 1.007
17 H -1.16 1.55 -0.61  N11 1.007
18 H 2.32 -0.35 -0.41  N12 1.016

***

Relative to the most stable one, in kcal/mol, the structures come out at version A 93.6; version B 0.0; version C 52.0; version D 20.1.